w) 18
Properties=species:S:1:pos:R:3:mulliken_spin:R:1 method="wB97M-V/def2-TZVPD" spin_multiplicity=2 charge=-1 lumo_ev="3.7 / 3.5"
H 1.303 -2.156 -2.616 -0.014
C 0.840 -0.796 -0.500 0.314
O -2.670 2.744 2.739 0.079
H 1.213 -0.890 -3.905 0.003
H 0.335 0.683 -1.946 -0.037
H 1.472 0.069 2.724 0.050
C 0.788 -1.247 -2.959 -0.014
C 0.604 -0.066 0.755 -0.032
N -0.514 0.792 0.830 0.365
C 0.678 -0.326 -1.758 0.165
H 1.089 -1.850 -0.384 0.069
H -3.262 2.700 3.489 -0.017
H -1.389 0.420 0.411 -0.129
C 1.241 -0.564 1.870 0.293
H -0.217 -1.648 -3.136 0.021
H -2.872 1.948 2.243 -0.031
H 1.838 -1.486 1.806 -0.062
H -0.477 1.675 0.337 -0.023

---

x) 18
Properties=species:S:1:pos:R:3:mulliken_spin:R:1 method="wB97M-V/def2-TZVPD" spin_multiplicity=2 charge=-1 lumo_ev="3.8 / 3.8"
H 1.038 -0.940 1.344 0.029
H 0.078 0.469 -1.151 0.005
H 1.137 -1.898 -1.756 0.000
O 1.542 -2.411 -2.489 0.011
H 2.172 1.742 0.634 -0.013
C -3.085 0.474 0.555 0.394
C 0.192 -0.271 1.066 0.576
H 2.587 0.252 -0.174 0.003
H -3.730 0.545 -0.277 0.009
H -3.510 0.634 1.505 0.005
H -0.143 1.599 0.313 0.006
H 2.255 1.655 -1.024 0.002
N -1.916 -0.108 0.207 -0.011
H 1.545 -3.303 -2.225 -0.003
C 1.924 1.076 -0.175 0.007
C -1.102 -0.356 1.429 -0.096
H -1.437 0.102 2.327 0.040
C 0.451 0.739 -0.111 0.035

---

y) 18
Properties=species:S:1:pos:R:3:mulliken_spin:R:1 method="wB97M-V/def2-TZVPD" spin_multiplicity=2 charge=-1 lumo_ev="3.8 / 3.7"
H -3.112 1.113 -0.403 0.031
H -0.043 -1.549 0.700 -0.010
C -0.401 -0.455 0.834 0.036
H 1.024 -1.419 -1.427 0.008
H 2.512 -1.228 -0.412 -0.001
H -0.854 -0.325 1.830 -0.018
H 0.387 1.590 0.998 0.005
O -2.131 1.443 1.425 0.252
H 2.496 -0.384 -2.027 -0.027
C 1.840 -0.670 -1.164 0.058
C -2.351 0.883 0.327 0.623
H 2.090 1.185 -0.573 -0.003
H 1.541 0.335 1.466 0.013
C 0.758 0.583 0.732 -0.010
C -1.534 -0.282 -0.181 -0.024
H -2.197 -1.112 -0.162 0.069
H -1.268 -0.310 -1.303 0.022
N 1.242 0.603 -0.661 -0.023

---

z) 18
Properties=species:S:1:pos:R:3:mulliken_spin:R:1 method="wB97M-V/def2-TZVPD" spin_multiplicity=2 charge=-1 lumo_ev="3.9 / 3.8"
H 0.932 1.415 -0.649 0.010
H -0.069 0.443 1.941 -0.005
H -1.049 -2.961 -0.507 0.035
C -0.551 -1.077 -1.298 -0.013
N 0.685 2.585 1.057 0.035
H 0.723 -0.796 1.066 -0.098
C -0.123 -2.505 -0.935 0.590
H 0.130 -0.412 -1.858 -0.028
C 0.975 1.303 0.440 0.035
H -0.285 2.777 1.233 -0.019
H -1.763 0.382 -0.188 -0.137
H 2.054 1.013 0.434 -0.003
H -1.433 -1.064 -1.977 0.038
H 1.309 3.352 0.938 -0.016
C -0.980 -0.360 0.006 0.249
H -1.573 -1.057 0.626 -0.024
C 0.126 0.124 0.920 0.151
O 0.894 -3.163 -1.250 0.200

---

Of them, the most stable is z) and the least stable is x).

---

w) 21
Properties=species:S:1:pos:R:3:mulliken_charge:R:1 method="wB97M-V/def2-TZVPD" spin_multiplicity=1 lumo_ev=0.8 smiles="C=CC(N)=C(C)C.O"
H 1.599 -1.062 1.160 0.237
O -1.689 -1.332 2.618 -0.675
C 0.030 -0.280 0.235 0.719
H -0.748 -1.154 2.421 0.413
C 2.090 -0.304 -1.101 -1.528
H -2.759 1.691 0.605 0.230
C -1.691 1.476 0.494 -0.906
H -2.034 -0.500 0.914 0.292
H 0.865 1.174 -2.741 0.328
H -1.635 -2.181 3.070 0.288
H -0.089 2.178 -1.669 0.312
C -1.276 0.228 0.641 -0.323
H 2.183 -0.781 -2.049 0.352
N 0.612 -1.305 1.085 -0.629
H -1.251 2.422 0.211 0.321
H -0.861 0.857 -2.379 0.294
H 0.539 -2.241 0.680 0.220
H 2.716 0.571 -1.159 0.397
C 0.138 1.147 -1.854 -1.401
H 2.574 -0.854 -0.317 0.284
C 0.687 0.254 -0.867 0.776

---

x) 21
Properties=species:S:1:pos:R:3:mulliken_charge:R:1 method="wB97M-V/def2-TZVPD" spin_multiplicity=1 lumo_ev="0.4 / -1.5"
O -0.416 -0.009 -1.863 -0.329
C 0.271 0.476 1.430 -0.690
H -2.842 -0.186 2.203 0.250
H -1.946 -2.053 0.855 0.371
H -1.439 0.312 0.285 0.159
H 1.210 0.996 -2.584 0.298
H -0.383 -1.837 0.076 0.314
C -0.945 -1.635 0.987 -1.336
C -1.049 -0.123 1.215 0.529
H 1.636 -1.205 -2.424 0.430
H 2.300 1.423 1.767 0.385
N -1.902 0.144 2.392 -0.724
C 1.982 -0.523 -1.664 -1.168
H 0.456 1.781 -1.271 0.281
H 2.872 0.068 -1.836 0.473
H -0.483 1.836 -2.781 0.313
C 0.132 1.179 -2.140 -0.561
H 1.628 -0.642 -0.654 0.233
C 1.351 0.978 1.595 0.163
H -1.961 1.141 2.568 0.255
H -0.474 -2.122 1.842 0.353

---

y) 21
Properties=species:S:1:pos:R:3:mulliken_charge:R:1 method="wB97M-V/def2-TZVPD" spin_multiplicity=1 lumo_ev=0.9
C 1.113 -0.928 1.549 -0.988
C -1.452 0.360 0.014 0.769
H -1.423 -1.779 0.143 0.329
C 0.752 1.506 -1.624 -1.361
H -0.092 0.879 1.697 0.476
H 0.339 -1.539 2.016 0.236
C -2.024 -0.944 0.496 -1.190
H 1.884 -0.731 2.300 0.358
C 0.461 0.142 -1.068 0.712
H 1.580 -1.524 0.759 0.278
O -1.870 1.486 0.138 -0.564
H 1.782 1.782 -1.398 0.375
N 0.865 -1.002 -1.389 -0.673
H 0.615 1.499 -2.707 0.398
H -2.052 -0.953 1.585 0.284
H -3.046 -1.019 0.121 0.388
C 0.560 0.361 0.995 -0.832
H 1.542 -1.027 -2.146 0.230
H 1.343 1.091 0.790 0.456
H -0.961 0.090 -1.082 -0.052
H 0.085 2.250 -1.189 0.369

---

z) 21
Properties=species:S:1:pos:R:3:mulliken_charge:R:1 method="wB97M-V/def2-TZVPD" spin_multiplicity=1 lumo_ev=0.0
C -1.129 -0.520 0.064 0.349
H -0.390 -2.407 0.840 0.330
H -2.048 1.162 -0.942 0.336
H -0.016 0.331 0.271 -0.576
C 1.562 -0.300 -0.709 0.167
N 0.964 2.276 -0.443 -0.719
H -2.048 -2.476 0.254 0.415
H 1.399 1.633 2.311 0.302
C 1.202 1.206 0.216 0.966
C 2.015 1.313 1.472 -1.234
H -1.666 -0.195 -2.007 0.292
H 2.833 2.017 1.357 0.363
C -1.062 -2.038 0.063 -1.240
C -2.017 0.074 -1.012 -1.268
H -3.047 -0.287 -0.916 0.417
O 2.290 -1.147 -0.342 -0.389
H -0.705 -2.416 -0.898 0.304
H 0.409 2.101 -1.282 0.263
H 0.483 -0.492 -1.114 0.195
H -1.488 -0.195 1.045 0.412
H 2.461 0.361 1.773 0.317

---

Of them, the most stable is w) and the least stable is x).

---

w) 17
Properties=species:S:1:pos:R:3:mulliken_charge:R:1 method="wB97M-V/def2-TZVPD" spin_multiplicity=1 charge=-1 lumo_ev=3.7
C 1.421 1.928 -1.688 -0.811
H -0.496 1.395 1.093 0.255
H -0.488 2.785 -1.322 0.396
C -0.677 -0.089 -0.528 -0.586
C 0.061 1.065 0.118 -0.338
O 0.043 -3.127 2.637 -0.671
C -0.912 -1.252 0.494 0.575
H 0.151 -2.208 2.603 0.337
H 1.002 0.630 0.554 0.217
H -0.373 -0.442 -1.567 0.252
O -0.844 -2.357 -0.030 -0.754
H 1.707 2.356 -2.612 0.285
C 0.241 2.080 -1.067 -0.191
O -0.807 -0.892 1.703 -0.843
H -0.504 -3.230 1.838 0.357
H -1.678 0.163 -0.738 0.263
H 2.155 1.196 -1.488 0.257

---

x) 17
Properties=species:S:1:pos:R:3:mulliken_charge:R:1 method="wB97M-V/def2-TZVPD" spin_multiplicity=1 charge=-1 lumo_ev=3.3 smiles="O=C([O-])CCCCO"
H 1.245 -0.608 1.495 0.278
H -0.582 -0.702 -0.844 0.389
C -0.697 -1.502 1.521 0.491
H 0.262 0.995 -2.597 0.279
C 0.605 1.040 -0.497 -0.330
O -0.753 -1.152 2.729 -0.757
H 1.690 1.224 -0.401 0.265
O -1.596 -2.043 0.837 -0.736
H 0.108 1.407 0.394 0.230
C 0.127 1.697 -1.769 -0.419
H 1.214 -2.123 0.612 0.309
C 0.641 -1.210 0.807 -0.696
H -0.926 1.969 -1.743 0.284
C 0.455 -0.492 -0.538 -0.755
O 0.803 2.921 -2.078 -0.540
H 1.752 2.784 -2.039 0.304
H 1.008 -0.914 -1.378 0.405

---

y) 17
Properties=species:S:1:pos:R:3:mulliken_charge:R:1 method="wB97M-V/def2-TZVPD" spin_multiplicity=1 charge=-1 lumo_ev=4.0
H 1.142 -1.252 1.056 0.225
C 0.848 3.232 -0.275 -1.073
H 1.873 3.443 -0.499 0.264
O -2.527 -1.383 -0.728 -0.552
H -2.670 -0.711 -1.407 0.350
C 0.765 -2.294 0.941 -0.791
H 0.787 -2.677 1.981 0.291
H 0.674 3.515 0.749 0.254
C -0.654 -2.316 0.418 -0.420
O -0.352 1.550 -1.425 -0.758
H 0.212 3.843 -0.873 0.327
C 0.511 1.763 -0.499 0.707
H -1.194 -3.211 0.663 0.337
H -0.725 -0.262 -0.243 0.027
H 1.413 -2.841 0.233 0.185
O 1.136 0.874 0.136 -0.730
C -1.240 -1.274 -0.228 0.355

---

Of them, the most stable is x) and the least stable is w).

---

w) 10
Properties=species:S:1:pos:R:3:mulliken_charge:R:1 method="wB97M-V/def2-TZVPD" spin_multiplicity=1 lumo_ev=0.2 smiles=CSc1nnon1
H -0.455 1.640 2.213 0.333
N -0.168 -0.190 -2.218 -0.248
N 0.190 -1.134 -0.237 -0.206
C 0.004 0.829 1.587 -0.811
H -0.703 -0.015 1.669 0.292
C -0.152 -0.024 -0.898 0.551
O 0.376 -1.978 -1.197 -0.036
H 1.035 0.697 1.646 0.300
N 0.269 -1.361 -2.423 -0.108
S -0.395 1.535 -0.141 -0.068

---

x) 10
Properties=species:S:1:pos:R:3:mulliken_charge:R:1 method="wB97M-V/def2-TZVPD" spin_multiplicity=1 lumo_ev=-0.2
H 0.671 -2.169 -0.085 0.292
O -1.777 -0.836 -0.667 -0.597
N -1.209 1.570 -0.579 0.069
C -1.025 -0.011 -0.235 0.054
H -1.198 0.262 0.804 0.304
H 2.065 -1.177 0.495 0.240
N 1.085 -1.238 0.297 -0.389
N -0.440 2.330 -0.284 -0.118
S 1.317 1.355 0.191 -0.243
C 0.512 -0.086 0.063 0.388

---

Of them, the most stable is x) and the least stable is w).

---

w) 6
Properties=species:S:1:pos:R:3:mulliken_charge:R:1 method="wB97M-V/def2-TZVPD" spin_multiplicity=1 lumo_ev=0.3 smiles=C#CI.I
H 2.856 1.316 1.179 0.098
H 0.045 -1.394 -0.514 0.363
I 3.744 1.040 -0.093 -0.098
I -3.771 0.444 0.011 0.239
C -0.902 -0.953 -0.393 -0.018
C -1.972 -0.453 -0.190 -0.584

---

x) 6
Properties=species:S:1:pos:R:3:mulliken_charge:R:1 method="wB97M-V/def2-TZVPD" spin_multiplicity=1 lumo_ev=-0.9
C -0.982 0.844 -0.746 -0.426
I 2.361 -0.962 0.147 0.106
H -0.857 0.656 -1.856 0.176
H 0.402 0.509 1.470 0.436
C 0.502 -0.148 0.627 -0.683
I -1.426 -0.898 0.358 0.392

---

Of them, the most stable is w) and the least stable is x).